{
  "formula": "C5H2N2O3",
  "method": "ωB97M-V/def2-TZVPD",
  "symbols": ["N", "C", "C", "C", "O", "N", "C", "O", "C", "O", "H", "H"],
  "xyz": [[-0.0336, 1.6133, -2.9054], [-0.2837, 1.0271, -1.9378], [-0.5418, 0.2955, -0.6310], [0.2490, -0.9738, -0.5498], [0.4389, -1.8512, -1.3319], [0.8184, -0.9757, 0.7453], [0.2455, -0.0983, 1.6689], [0.4647, -0.0657, 2.8865], [-0.4404, 0.9423, 0.7975], [-0.5935, 2.0451, 1.2526], [-1.5772, -0.1033, -0.8861], [1.2536, -1.8552, 0.8912]],
  "forces_ev_per_angstrom": [[-0.461, -0.852, 1.195], [0.722, 0.701, 0.749], [-2.253, 0.601, -2.619], [1.328, 0.313, 1.578], [-0.303, 0.185, -0.397], [-1.220, -0.129, -0.882], [1.951, -0.914, 2.728], [-1.002, -0.092, -3.440], [0.395, 1.316, 0.474], [-0.500, -1.069, -1.529], [0.637, 0.576, 1.016], [0.705, -0.637, 1.127]],
  "de_lowest_kcal_mol": 16.9,
  "e_homo_ev": -11.177,
  "e_lumo_ev": -1.4529,
  "total_charge": 0,
  "largest_force_ev_per_a": 3.6,
  "homo_lumo_gap_ev": 9.7245,
  "smiles": "N#C[C@H]1C(=O)NC(=O)C1=O"
}